The following is a quantum chemistry calculation of a molecular structure, CHBr2P, from the Open Molecules 2025 dataset.

Output
Energy relative to the best compared isomer or geometry (same formula, charge and spin) in kcal/mol: 101.83
Multiplicity: 1
HOMO energy (spin up / spin down) in eV: -8.4 / -8.4
HOMO-LUMO gap (spin up / spin down) in eV: 6.726 / 6.727
LUMO energy (spin up / spin down) in Eh: -0.061 / -0.063
Charge: 0

Atoms and positions in Å:
1 C 0.451 -0.985 0.094
2 P -1.330 1.574 -0.476
3 Br 1.791 0.167 0.797
4 Br 0.976 -2.201 -1.151
5 H -1.889 1.446 0.735